Here is a structure of composition C23H47CuO22 from the Open Molecules 2025 dataset. Energies are from ωB97M-V/def2-TZVPD.

Positions of all 93 atoms, in Å:
Cu (1.3537, -3.3707, 1.8354)
C (0.4278, -0.0676, -1.0828)
C (-0.2637, -0.9852, -0.0798)
O (0.5187, -1.7790, 0.7033)
H (0.9295, -0.6711, -1.8513)
H (1.1754, 0.6467, -0.7387)
H (-0.3837, 0.4417, -1.6167)
H (-0.9799, -1.6105, -0.6544)
H (-0.9326, -0.3258, 0.5224)
C (-1.8962, -5.7998, 2.8912)
O (-2.3770, -4.5076, 3.2228)
C (-1.4950, -3.5445, 3.4103)
O (-0.3019, -3.6455, 3.2427)
O (-2.1247, -2.4080, 3.6009)
C (-1.2803, -1.2591, 3.8108)
H (-1.0994, -6.1460, 3.5505)
H (-1.5844, -5.8173, 1.8479)
H (-2.6879, -6.5288, 3.0548)
H (-0.5019, -1.4675, 4.5373)
H (-1.9185, -0.4299, 4.0951)
H (-0.8367, -1.0171, 2.8399)
C (-3.1237, -1.5965, -2.5654)
O (-3.0887, -2.7287, -1.7115)
C (-3.9660, -2.7304, -0.7137)
O (-4.7722, -1.8810, -0.4655)
O (-3.8195, -3.8818, -0.0540)
C (-4.6924, -4.0642, 1.0432)
H (-3.2346, -0.6525, -2.0292)
H (-3.9834, -1.6030, -3.2388)
H (-2.1878, -1.5868, -3.1135)
H (-5.7518, -3.9958, 0.7977)
H (-4.4574, -3.4095, 1.8801)
H (-4.5639, -5.0829, 1.4080)
C (2.7485, 3.0875, -7.0693)
O (2.5578, 3.6564, -5.7896)
C (1.4822, 3.2723, -5.0935)
O (0.4946, 2.7871, -5.5746)
O (1.7371, 3.4666, -3.8172)
C (0.7141, 3.3224, -2.8321)
H (3.4493, 3.7520, -7.5652)
H (1.8377, 3.0801, -7.6742)
H (3.0755, 2.0489, -7.0246)
H (1.1720, 2.6608, -2.0998)
H (-0.1805, 2.8337, -3.2127)
H (0.4430, 4.2663, -2.3693)
C (5.1479, 3.7705, 2.4122)
O (5.1114, 2.8542, 1.3236)
C (4.2843, 1.8270, 1.4845)
O (3.5988, 1.5945, 2.4437)
O (4.3465, 1.0910, 0.3754)
C (3.5708, -0.1106, 0.3633)
H (5.7129, 4.6525, 2.1168)
H (5.6584, 3.3102, 3.2567)
H (4.1529, 4.1307, 2.6724)
H (4.1991, -0.9401, 0.6981)
H (3.1792, -0.2422, -0.6359)
H (2.7742, -0.0895, 1.1047)
C (2.0041, 5.5447, 0.6035)
O (1.3291, 5.6957, 1.8349)
C (0.8308, 4.6515, 2.4933)
O (0.4131, 4.7292, 3.6106)
O (0.8569, 3.5583, 1.7248)
C (0.2798, 2.3758, 2.2751)
H (2.8354, 4.8383, 0.6297)
H (2.3853, 6.5155, 0.2981)
H (1.3296, 5.2148, -0.1887)
H (0.6326, 1.4905, 1.7579)
H (-0.7983, 2.4732, 2.1155)
H (0.4022, 2.3116, 3.3531)
C (1.7368, -7.7399, -1.7570)
O (1.7821, -7.0833, -0.4976)
C (1.0958, -5.9753, -0.2968)
O (1.2320, -5.2867, 0.6796)
O (0.1944, -5.7612, -1.2505)
C (-0.5596, -4.5497, -1.1995)
H (2.1057, -7.1025, -2.5643)
H (0.7292, -8.0280, -2.0487)
H (2.4069, -8.5906, -1.7003)
H (-0.5965, -4.1178, -2.1929)
H (-0.1790, -3.8068, -0.4889)
H (-1.5718, -4.6940, -0.8166)
C (-2.7468, 2.0394, -0.1602)
O (-1.8685, 3.0310, -0.6438)
C (-1.7590, 4.2147, -0.0397)
O (-1.1291, 5.0944, -0.5531)
O (-2.4990, 4.2942, 1.0563)
C (-2.3660, 5.4787, 1.8319)
H (-3.6910, 2.4029, 0.2528)
H (-2.3501, 1.5620, 0.7446)
H (-2.9388, 1.2699, -0.8973)
H (-2.3489, 5.2523, 2.8960)
H (-3.1567, 6.1962, 1.6261)
H (-1.3897, 5.9242, 1.6397)

2S+1: 1
LUMO level, eV: 0.0392
DFT total energy, hartree: -4200.292103
Relative energy (zero: lowest compared OMol25 entry of this formula, charge and spin), kJ/mol: 0.0
Strongest force on any atom, eV Å⁻¹: 2.1

Here are the Löwdin charges for atoms 1 to 5, given in e: atom 1 (Cu): 0.493, atom 2 (C): -0.097, atom 3 (C): -0.478, atom 4 (O): -0.330, atom 5 (H): 0.075



Here is an isolated molecule of CH4N2O2S from the Open Molecules 2025 dataset. Energies are from ωB97M-V/def2-TZVPD.

Positions of all 10 atoms, in Å:
C (-1.3029, 0.2062, 0.1521)
N (0.0205, 0.6948, 0.4967)
N (0.8614, -0.5849, 0.8430)
S (1.0335, -0.0345, -0.6674)
O (2.3852, 0.5030, -0.9506)
O (0.3840, -0.8779, -1.6153)
H (-1.7634, 1.0845, -0.0685)
H (-1.4318, -0.4130, -0.7492)
H (-1.8052, -0.1681, 1.0613)
H (1.6187, -0.4102, 1.4978)

2S+1: 1
LUMO level, eV: 0.5117
SMILES: CN1NS1(=O)=O
DFT total energy, hartree: -698.548356
Relative energy (zero: lowest compared OMol25 entry of this formula, charge and spin), kJ/mol: 333.4
Strongest force on any atom, eV Å⁻¹: 4.0

Here are the natural (NBO) charges for atoms 1 to 5, given in e: atom 1 (C): -0.473, atom 2 (N): -0.403, atom 3 (N): -0.739, atom 4 (S): 2.287, atom 5 (O): -0.862



Here is an isolated molecule of C14H8N4O3 from the Open Molecules 2025 dataset. Energies are from ωB97M-V/def2-TZVPD.

Positions of all 29 atoms, in Å:
N (1.9583, -2.3654, -1.9811)
C (1.2690, -1.7518, -1.2650)
C (0.4271, -0.9515, -0.6348)
C (-0.9840, -1.2654, -0.5096)
C (-1.7667, -2.3721, -0.9186)
C (-3.1047, -2.4865, -0.5340)
C (-3.7390, -1.4867, 0.2310)
N (-5.0727, -1.5241, 0.7352)
O (-5.7773, -2.5051, 0.4906)
O (-5.4607, -0.5770, 1.3996)
C (-2.9045, -0.3518, 0.5806)
C (-1.5876, -0.2321, 0.2018)
N (-0.6406, 0.7744, 0.4394)
O (-0.7947, 1.6986, 1.2662)
N (0.6556, 0.2967, -0.0236)
C (1.8449, 1.0217, 0.0836)
C (3.1227, 0.4537, 0.0517)
C (4.2886, 1.1936, 0.2023)
C (4.2198, 2.5907, 0.2317)
C (2.9812, 3.1959, 0.1765)
C (1.8193, 2.4312, 0.1159)
H (-1.3309, -3.1594, -1.4977)
H (-3.6341, -3.3749, -0.8431)
H (-3.3193, 0.4093, 1.2443)
H (3.3332, -0.6371, 0.0204)
H (5.2441, 0.6355, 0.2351)
H (5.1714, 3.1358, 0.1969)
H (2.8969, 4.2464, 0.2802)
H (0.8848, 2.9572, 0.0246)

2S+1: 1
LUMO level, eV: -1.9839
SMILES: N#Cc1c2ccc([N+](=O)[O-])cc2[n+]([O-])n1-c1ccccc1
DFT total energy, hartree: -982.806871
Relative energy (zero: lowest compared OMol25 entry of this formula, charge and spin), kJ/mol: 513.4
Strongest force on any atom, eV Å⁻¹: 6.0

Here are the natural (NBO) charges for atoms 1 to 5, given in e: atom 1 (N): -0.273, atom 2 (C): 0.227, atom 3 (C): -0.040, atom 4 (C): -0.024, atom 5 (C): -0.187



Among the records above, which one has the lowest relative energy (zero: lowest compared OMol25 entry of this formula, charge and spin)? C23H47CuO22



Among the records above, which one has the lowest LUMO level? C14H8N4O3



Which value of LUMO level does entry 1 give? 0.0392 eV